A 10-piece molecular cluster, C40H78O12 overall at a distorted geometry, computed with ωB97M-V/def2-TZVPD.

XYZ file:
```
130
C40H78O12 | the OMol25 dataset | ωB97M-V/def2-TZVPD
C 3.5961 3.2470 -1.0032
C 2.4970 2.2097 -0.8440
C 3.2603 1.0044 -0.3150
O 4.4333 1.0083 -1.1210
C 4.8271 2.3719 -1.3235
H 3.8438 3.7365 -0.0598
H 3.4155 3.9360 -1.8241
H 2.0614 1.9195 -1.8009
H 1.6739 2.4444 -0.1658
H 2.7033 0.0739 -0.4009
H 3.4701 1.1613 0.7497
H 5.1007 2.4249 -2.3807
H 5.7305 2.5801 -0.7461
C -0.0663 -6.2454 -3.2632
C -0.6294 -5.1120 -4.0822
C -0.2591 -3.8764 -3.2633
O 0.0753 -4.3355 -1.9655
C 0.7822 -5.5439 -2.2131
H 0.5818 -6.9364 -3.8080
H -0.9047 -6.8149 -2.8565
H -1.7010 -5.1163 -4.2901
H -0.1810 -5.1114 -5.0805
H -1.0104 -3.0905 -3.3711
H 0.6261 -3.3392 -3.6445
H 0.9599 -6.0886 -1.2814
H 1.8325 -5.4420 -2.5282
C -0.2401 -0.0994 0.2848
C -1.0695 0.1492 1.5079
C -1.4583 -1.2953 1.9337
O -0.9638 -2.1979 0.9782
C -0.7402 -1.4682 -0.2473
H 0.8105 -0.3152 0.4908
H -0.2343 0.6678 -0.4910
H -2.0003 0.6788 1.3041
H -0.5802 0.5515 2.3954
H -2.5480 -1.3257 2.0672
H -1.0382 -1.4768 2.9276
H -1.6308 -1.3672 -0.8678
H 0.1229 -1.8558 -0.7826
C -5.4797 -4.1630 -4.2183
C -5.3810 -3.6778 -2.7684
C -3.9272 -3.1839 -2.6891
O -3.6183 -2.7300 -4.0150
C -4.5771 -3.1448 -4.9576
H -6.4372 -4.3830 -4.6874
H -5.0030 -5.1504 -4.1943
H -5.4809 -4.5772 -2.1579
H -6.0384 -2.8755 -2.4409
H -3.2840 -3.9917 -2.3422
H -3.9712 -2.3040 -2.0502
H -4.2342 -3.6314 -5.8718
H -5.2140 -2.2936 -5.2185
C -1.7919 -0.5019 -4.6260
C -1.2709 0.8652 -4.9679
C -0.8467 0.7496 -6.4554
O -0.6907 -0.6661 -6.6856
C -0.9070 -1.3786 -5.4789
H -2.8359 -0.7225 -4.8396
H -1.7539 -0.7900 -3.5721
H -0.4545 1.2112 -4.3354
H -2.0366 1.6450 -4.9063
H 0.0841 1.2756 -6.6649
H -1.6677 1.0455 -7.1103
H 0.0755 -1.5699 -5.0294
H -1.4078 -2.3355 -5.6462
C 4.3927 1.1813 3.5002
C 2.8832 1.1366 3.3417
C 2.4692 0.8402 4.7486
O 3.3795 -0.1758 5.1826
C 4.6650 0.2072 4.6523
H 4.6384 2.2160 3.7593
H 5.0356 1.0044 2.6361
H 2.4223 0.4037 2.6777
H 2.4966 2.1136 3.0351
H 1.4889 0.3562 4.7761
H 2.4466 1.7115 5.4128
H 5.2137 -0.7020 4.4058
H 5.2600 0.6781 5.4446
C 0.3772 5.6919 4.1380
C 0.4221 4.7337 2.9273
C -0.3425 3.5386 3.4297
O -1.1488 3.9053 4.5301
C -0.9137 5.2707 4.8581
H 0.3303 6.7474 3.8713
H 1.1885 5.5847 4.8608
H 1.4841 4.5412 2.7749
H -0.0649 5.3191 2.1485
H 0.2998 2.6693 3.6044
H -1.0206 3.2307 2.6188
H -0.7295 5.2969 5.9347
H -1.7399 5.9358 4.5906
C -2.5783 0.1723 5.6042
C -2.4340 -0.3266 7.0207
C -3.2265 -1.6487 6.9800
O -4.0886 -1.5681 5.8568
C -3.9830 -0.3100 5.2380
H -1.7707 -0.2853 5.0280
H -2.5268 1.2524 5.4487
H -2.8645 0.3596 7.7547
H -1.3770 -0.4456 7.2573
H -3.8441 -1.8536 7.8573
H -2.4864 -2.4547 6.9190
H -4.8053 0.3874 5.4517
H -4.1066 -0.4111 4.1506
C 3.2317 -3.6950 -0.1874
C 2.5215 -4.0546 1.0946
C 2.4330 -2.6356 1.6999
O 3.6825 -2.0665 1.4014
C 4.2070 -2.5406 0.1747
H 2.6035 -3.4041 -1.0348
H 3.7295 -4.5401 -0.6839
H 2.9651 -4.7597 1.7922
H 1.4838 -4.3639 0.9325
H 2.1963 -2.7075 2.7669
H 1.5950 -2.0405 1.3193
H 5.2165 -2.9116 0.3497
H 4.1087 -1.8072 -0.6288
C 1.0355 6.5538 -3.0037
C 0.1035 5.6974 -2.1624
C -1.2854 5.6384 -2.7955
O -1.7025 4.3017 -2.5347
C -0.6073 3.5514 -2.3126
O -0.6278 2.3958 -2.0425
O 0.5276 4.3160 -2.2663
H 2.0668 6.3477 -2.7103
H 0.8798 7.6314 -2.9582
H 0.9740 6.2949 -4.0617
H 0.0296 5.9736 -1.1115
H -1.2245 5.7931 -3.8728
H -1.9840 6.2947 -2.2803
```

The calculation puts the HOMO energy at -9.094 eV. For the strongest force on any atom, the calculation gives 2.4 eV Å⁻¹. The value obtained for the relative energy (zero: lowest compared OMol25 entry of this formula, charge and spin) is 0.0 kcal/mol. The LUMO energy comes out at 0.3 eV. Its structure (SMILES) is C[C@H]1COC(=O)O1.C1CCOC1.C1CCOC1.C1CCOC1.C1CCOC1.C1CCOC1.C1CCOC1.C1CCOC1.C1CCOC1.C1CCOC1. The orbital gap comes out at 0.34514 Eh. The value obtained for the total energy is -67309.1588 eV.

One molecule with the formula C7H10 at a distorted geometry, computed with ωB97M-V/def2-TZVPD.

XYZ file:
```
17
C7H10 | the OMol25 dataset | ωB97M-V/def2-TZVPD
C -0.4781 -2.3189 0.3362
C -0.9099 -0.8412 0.1442
C 0.1693 0.2789 -0.0712
C 0.1781 0.8498 -1.4590
C -0.2651 1.7874 -0.4112
C 1.1786 0.7549 0.8514
C 1.9610 1.3437 1.5662
H 0.2194 -2.6724 -0.4314
H -1.3596 -2.9803 0.2766
H -0.0219 -2.4928 1.3148
H -1.5581 -0.8386 -0.7475
H -1.5576 -0.5715 0.9810
H 1.1327 1.0245 -1.9348
H -0.6247 0.5109 -2.0981
H -1.2824 1.9968 -0.1384
H 0.3920 2.6490 -0.2732
H 2.8364 1.5675 2.1266
```

The calculation puts the HOMO energy at -8.312 eV. For the strongest force on any atom, the calculation gives 1.6 eV Å⁻¹. The value obtained for the relative energy (zero: lowest compared OMol25 entry of this formula, charge and spin) is 88.4 kcal/mol. The LUMO energy comes out at 1.1 eV. Its structure (SMILES) is C#CC1(CC)CC1. The orbital gap comes out at 0.34529 Eh. The value obtained for the total energy is -7417.2017 eV.

One molecule with the formula C8H17NO at a distorted geometry, computed with ωB97M-V/def2-TZVPD.

XYZ file:
```
27
C8H17NO | the OMol25 dataset | ωB97M-V/def2-TZVPD
C -0.4480 0.1140 -0.0070
C 0.8271 -0.3810 -0.6789
C -1.7121 -0.4444 -0.6904
C -0.5319 1.6305 0.1395
C 2.1090 -0.0624 0.0963
C 0.8988 0.4620 -2.1201
C -1.2767 0.1247 2.5997
C -0.5089 -0.5935 1.5100
N 0.7130 -1.7714 -1.0159
O -0.0487 -1.6880 1.7372
H 0.3900 -2.3348 -0.2380
H 1.5915 -2.1456 -1.3527
H -2.4166 0.3541 -0.9112
H -2.2095 -1.1801 -0.0605
H -1.4512 -0.9469 -1.6170
H -0.5957 2.1069 -0.8356
H -1.4367 1.9117 0.6723
H 0.3286 2.0310 0.6697
H 2.1943 0.9997 0.3088
H 2.1364 -0.6185 1.0313
H 2.9722 -0.3512 -0.5030
H 1.3164 1.4509 -1.9583
H -0.0544 0.5248 -2.6352
H 1.5810 -0.0986 -2.7546
H -0.6993 0.9844 2.9364
H -2.2411 0.4665 2.2311
H -1.4273 -0.5446 3.4460
```

The calculation puts the HOMO energy at -8.580 eV. For the strongest force on any atom, the calculation gives 3.1 eV Å⁻¹. The value obtained for the relative energy (zero: lowest compared OMol25 entry of this formula, charge and spin) is 28.7 kcal/mol. The LUMO energy comes out at 0.8 eV. Its structure (SMILES) is CC(=O)C(C)(C)C(C)(C)N. The orbital gap comes out at 0.34441 Eh. The value obtained for the total energy is -12109.1270 eV.

C37H30N4O6PReS as an isolated structure, computed with ωB97M-V/def2-TZVPD.

XYZ file:
```
80
C37H30N4O6PReS | the OMol25 dataset | ωB97M-V/def2-TZVPD
Re 0.5597 -0.4234 0.4483
O -1.6452 0.2239 3.6781
C -1.2880 -0.6194 2.8884
O -1.2060 -0.4308 1.5888
C -0.9761 -2.0259 3.3514
C -1.1208 -2.3004 4.7039
C -0.8905 -3.5738 5.1994
C -0.5099 -4.5866 4.3337
C -0.3529 -4.3185 2.9816
C -0.5824 -3.0405 2.4750
P -0.3564 -2.7000 0.6962
C 0.5165 -4.1656 0.0412
C 1.8017 -4.4630 0.4962
C 2.5151 -5.5142 -0.0581
C 1.9606 -6.2771 -1.0781
C 0.6856 -5.9848 -1.5384
C -0.0326 -4.9337 -0.9838
C -2.0359 -2.8891 0.0132
C -2.8648 -3.9143 0.4684
C -4.1224 -4.0948 -0.0836
C -4.5618 -3.2514 -1.0976
C -3.7445 -2.2272 -1.5484
C -2.4845 -2.0416 -0.9927
H -1.4151 -1.4843 5.3505
H -1.0059 -3.7741 6.2575
H -0.3263 -5.5872 4.7060
H -0.0359 -5.1132 2.3177
H 2.2571 -3.8604 1.2708
H 3.5146 -5.7250 0.3004
H 2.5236 -7.0921 -1.5158
H 0.2464 -6.5667 -2.3395
H -1.0190 -4.7086 -1.3663
H -2.5267 -4.5715 1.2617
H -4.7620 -4.8903 0.2786
H -5.5440 -3.3936 -1.5322
H -4.0819 -1.5615 -2.3325
H -1.8628 -1.2272 -1.3411
S 1.5176 2.8639 -2.6497
C 2.9629 2.6392 -3.4262
N 3.9752 2.4810 -3.9895
C 0.2911 -0.2379 -4.1568
N 0.4943 -1.6736 -3.9975
C 1.1770 -2.2503 -5.1359
C 0.9954 -2.0476 -2.6857
C 2.1567 -1.2602 -2.1175
C 3.3063 -1.1089 -2.8755
C 4.3769 -0.3524 -2.4160
C 4.3466 0.2118 -1.1482
C 3.2466 0.0049 -0.3490
C 2.1016 -0.6856 -0.8225
H -0.3525 -0.0587 -5.0229
H 1.2278 0.3187 -4.2986
H -0.1913 0.1794 -3.2728
H 0.5288 -2.1747 -6.0138
H 1.3817 -3.3080 -4.9564
H 2.1221 -1.7462 -5.3928
H 1.2628 -3.1077 -2.7158
H 0.1612 -1.9649 -1.9870
H 3.3695 -1.5649 -3.8557
H 5.2312 -0.1849 -3.0567
H 5.1718 0.8174 -0.8011
H 3.2429 0.4178 0.6554
O 2.8443 -2.0124 2.0089
N 2.3269 -1.2529 2.7940
O 1.3745 -0.5105 2.3094
O 1.4730 2.8802 2.2407
C 0.6645 2.7293 1.3704
N 0.4874 1.5903 0.5738
C -0.5362 1.7782 -0.2974
O -0.8963 0.7991 -0.9717
C -1.1071 3.1269 -0.1337
C -2.1399 3.7861 -0.7662
C -2.4165 5.0811 -0.3415
C -1.6773 5.6777 0.6770
C -0.6365 5.0020 1.3089
C -0.3673 3.7200 0.8858
H -2.6992 3.3140 -1.5631
H -3.2147 5.6406 -0.8130
H -1.9199 6.6889 0.9800
H -0.0572 5.4563 2.1023
```

The calculation puts the HOMO energy (spin up / spin down) at -4.249 / -4.261 eV. For the strongest force on any atom, the calculation gives 1.0 eV Å⁻¹. The value obtained for the relative energy (zero: lowest compared OMol25 entry of this formula, charge and spin) is 17.7 kcal/mol. The spin multiplicity is 2. The LUMO energy (spin up / spin down) comes out at 0.6 / 1.0 eV. The orbital gap (spin up / spin down) comes out at 0.17819 / 0.19212 Eh. The value obtained for the total energy is -79355.8297 eV. Its total charge is -1.

A 13-piece molecular cluster, C39H104O13 overall at a distorted geometry, computed with ωB97M-V/def2-TZVPD.

XYZ file:
```
156
C39H104O13 | the OMol25 dataset | ωB97M-V/def2-TZVPD
C 16.9319 -24.0674 5.0843
C 17.4625 -24.9468 6.1987
C 16.3146 -25.4405 7.0751
O 18.0439 -26.0917 5.6450
H 16.5555 -23.0921 5.3929
H 16.2241 -24.5140 4.3859
H 17.7627 -23.7778 4.4409
H 18.0867 -24.4227 6.9225
H 15.5679 -25.9605 6.4750
H 15.7996 -24.6045 7.5484
H 16.6838 -26.0683 7.8860
H 18.9287 -25.8156 5.3953
C 12.8259 -26.6327 2.3580
C 13.9952 -26.1210 1.5858
C 13.6832 -25.2892 0.3631
O 14.6298 -25.2939 2.4980
H 12.1756 -25.8218 2.6859
H 13.0992 -27.3101 3.1671
H 12.3618 -27.2660 1.6020
H 14.5100 -26.9942 1.1851
H 13.3895 -25.9444 -0.4570
H 14.5114 -24.7258 -0.0666
H 12.9016 -24.5547 0.5571
H 15.1647 -25.8163 3.1002
C 18.5419 -22.0205 1.4921
C 17.2883 -22.6171 0.9711
C 17.1785 -22.5584 -0.5246
O 17.3855 -23.9730 1.3087
H 19.4039 -22.5193 1.0490
H 18.6956 -22.1420 2.5643
H 18.6116 -20.9580 1.2588
H 16.3620 -22.2584 1.4200
H 16.9800 -21.4962 -0.6680
H 16.2961 -23.0368 -0.9496
H 18.1055 -22.9029 -0.9830
H 16.5195 -24.3604 1.1615
C 21.4041 -17.3093 1.9220
C 20.7448 -18.2633 2.9465
C 21.6599 -19.4766 3.1802
O 20.5246 -17.5442 4.1327
H 20.8840 -16.3570 1.8185
H 21.3958 -17.8173 0.9576
H 22.4292 -17.0199 2.1533
H 19.7972 -18.5797 2.5106
H 22.5475 -19.1919 3.7453
H 22.0269 -19.9461 2.2676
H 21.2290 -20.3967 3.5750
H 20.1158 -18.1490 4.7562
C 17.7290 -20.0694 4.9868
C 18.5052 -19.5084 6.2215
C 18.3273 -20.3780 7.5285
O 19.8418 -19.5208 5.9346
H 18.0208 -21.1155 4.8932
H 17.9913 -19.5242 4.0802
H 16.6430 -20.0412 5.0762
H 18.1712 -18.4933 6.4362
H 17.2794 -20.3141 7.8216
H 19.0711 -20.1755 8.2991
H 18.5105 -21.4170 7.2547
H 20.2896 -18.9740 6.5842
C 15.5136 -29.7106 -2.1597
C 15.1761 -28.3287 -1.5523
C 16.2612 -27.8732 -0.6039
O 14.9854 -27.3430 -2.5777
H 15.5951 -30.5149 -1.4285
H 16.4258 -29.5585 -2.7368
H 14.7109 -29.9528 -2.8562
H 14.2533 -28.4343 -0.9818
H 16.1551 -28.4572 0.3104
H 16.1337 -26.8291 -0.3182
H 17.1977 -27.9630 -1.1543
H 14.2974 -27.6625 -3.1661
C 14.5166 -25.0729 -5.3660
C 15.8821 -24.6637 -4.8241
C 15.6929 -23.7360 -3.6590
O 16.5595 -25.8649 -4.3735
H 14.5368 -25.7510 -6.2191
H 13.9209 -24.2407 -5.7409
H 13.9080 -25.5883 -4.6230
H 16.4837 -24.2612 -5.6391
H 15.3299 -24.2375 -2.7619
H 14.9490 -23.0029 -3.9709
H 16.6488 -23.2472 -3.4710
H 16.0306 -26.2631 -3.6783
C 19.7383 -23.9139 -3.4683
C 19.7655 -24.5348 -4.8857
C 21.1560 -24.4696 -5.5127
O 19.4169 -25.8788 -4.8371
H 20.0153 -22.8600 -3.4974
H 20.4511 -24.3299 -2.7563
H 18.7624 -24.0529 -3.0032
H 19.0780 -24.0469 -5.5768
H 21.3676 -23.4704 -5.8933
H 21.0877 -25.0840 -6.4104
H 21.8876 -24.9571 -4.8684
H 18.4674 -25.9132 -4.6997
C 21.4219 -26.6146 1.0331
C 20.4308 -25.5683 0.5920
C 19.3906 -26.0437 -0.3897
O 19.7473 -25.2905 1.8347
H 21.8156 -27.0112 0.0972
H 20.9418 -27.4743 1.5004
H 22.1421 -26.1595 1.7131
H 21.0216 -24.7255 0.2331
H 18.6542 -25.2810 -0.6431
H 18.8163 -26.8875 -0.0073
H 19.8296 -26.2320 -1.3694
H 18.9215 -24.8707 1.5830
C 20.9216 -23.0221 4.8234
C 21.3686 -24.4316 5.2067
C 21.4636 -24.6662 6.6755
O 20.4396 -25.3296 4.6745
H 21.7035 -22.3168 5.1049
H 20.0453 -22.7069 5.3898
H 20.6879 -22.9542 3.7609
H 22.3498 -24.6328 4.7766
H 22.4203 -24.3133 7.0606
H 21.5034 -25.7287 6.9154
H 20.6213 -24.2608 7.2360
H 20.4952 -25.2029 3.7245
C 22.1004 -21.0246 -2.8568
C 21.0668 -20.1881 -2.1725
C 20.9553 -20.4245 -0.6610
O 21.2606 -18.8369 -2.3793
H 21.9257 -20.9169 -3.9273
H 22.1886 -22.0752 -2.5801
H 23.0667 -20.6472 -2.5224
H 20.0930 -20.3802 -2.6229
H 20.3100 -19.7006 -0.1633
H 21.9386 -20.4280 -0.1907
H 20.4406 -21.3726 -0.5052
H 22.0858 -18.6092 -1.9448
C 16.5073 -18.7199 -2.8627
C 16.7581 -17.9190 -1.5719
C 17.9196 -16.9982 -1.6481
O 15.6532 -17.0832 -1.2893
H 15.8456 -19.5692 -2.6924
H 17.4496 -19.1022 -3.2552
H 16.0493 -18.0416 -3.5825
H 16.8559 -18.5652 -0.6996
H 18.8467 -17.5231 -1.8781
H 18.1866 -16.6140 -0.6636
H 17.7433 -16.2250 -2.3959
H 14.8223 -17.5616 -1.3380
C 11.9205 -19.4158 2.0742
C 11.8773 -20.6632 1.2524
C 13.2500 -21.2590 1.0721
O 11.0289 -21.6373 1.9309
H 12.5592 -18.6788 1.5875
H 12.4100 -19.6436 3.0211
H 10.9602 -18.9704 2.3342
H 11.5109 -20.4480 0.2486
H 13.8630 -20.5928 0.4651
H 13.0763 -22.2737 0.7140
H 13.7684 -21.3181 2.0292
H 11.6268 -22.0609 2.5512
```

The calculation puts the HOMO energy (spin up / spin down) at 0.492 / -7.879 eV. For the strongest force on any atom, the calculation gives 2.9 eV Å⁻¹. The value obtained for the relative energy (zero: lowest compared OMol25 entry of this formula, charge and spin) is 0.0 kcal/mol. The spin multiplicity is 2. The LUMO energy (spin up / spin down) comes out at 1.9 / 1.8 eV. The orbital gap (spin up / spin down) comes out at 0.05015 / 0.35593 Eh. The value obtained for the total energy is -68744.9993 eV. Its total charge is -1.

One molecule with the formula C3H6N2O at a distorted geometry, computed with ωB97M-V/def2-TZVPD.

XYZ file:
```
12
C3H6N2O | the OMol25 dataset | ωB97M-V/def2-TZVPD
C -1.5164 -0.6020 0.1563
C 0.5084 0.7298 0.0157
C 0.9332 -0.5194 -0.5753
O 0.9253 2.0164 -0.1531
N -0.4840 0.0406 -0.6633
N 1.4577 -0.4405 0.7489
H 0.1308 2.5742 -0.1755
H 2.4115 -0.0783 0.7083
H 1.0218 -1.4483 -1.1236
H -1.9432 -1.4412 -0.3966
H -2.3171 0.1194 0.3403
H -1.1279 -0.9507 1.1180
```

The calculation puts the HOMO energy at -7.784 eV. For the strongest force on any atom, the calculation gives 4.5 eV Å⁻¹. The value obtained for the relative energy (zero: lowest compared OMol25 entry of this formula, charge and spin) is 147.5 kcal/mol. The LUMO energy comes out at 0.7 eV. Its structure (SMILES) is CN1[C@@H]2N[C@]21O. The orbital gap comes out at 0.31156 Eh. The value obtained for the total energy is -8230.3016 eV.

Q: Which of these has the highest relative energy (zero: lowest compared OMol25 entry of this formula, charge and spin)?
A: C3H6N2O

Q: Look up the strongest force on any atom of the third one.
A: 3.1 eV Å⁻¹

Q: The highest strongest force on any atom belongs to which entry?
A: C3H6N2O

Q: The lowest strongest force on any atom belongs to which entry?
A: C37H30N4O6PReS